{"formula": "C22H30F9FeO6Sb2", "method": "wB97M-V/def2-TZVPD", "gap_ev": [8.5, 6.6], "e_homo_ev": [-8.1, -8.1], "relative_energy_kj_mol": 47.5, "energy_ev": -107505.863, "spin_multiplicity": 6, "elements": ["Fe", "O", "C", "O", "C", "O", "O", "C", "Sb", "C", "C", "C", "C", "C", "C", "C", "C", "C", "Sb", "C", "C", "H", "H", "H", "H", "H", "H", "H", "H", "H", "H", "H", "H", "H", "H", "H", "H", "H", "H", "H", "H", "F", "C", "F", "F", "C", "O", "C", "F", "F", "F", "C", "F", "F", "F", "C", "C", "O", "C", "C", "H", "H", "H", "H", "H", "H", "H", "H", "H", "H"], "positions_angstrom": [[-0.775, -1.186, 0.278], [2.693, -3.697, 0.722], [1.722, -3.040, 0.588], [1.304, -1.955, 0.182], [0.049, -3.993, 1.186], [0.273, -5.105, 1.512], [-0.827, -3.155, 1.033], [-0.860, 2.969, 1.187], [0.513, 2.577, 2.795], [1.153, 0.554, 2.463], [2.234, 3.525, 1.850], [3.296, 2.646, 1.266], [4.389, 2.339, 2.079], [5.481, 1.631, 1.614], [5.518, 1.243, 0.284], [4.438, 1.528, -0.532], [3.298, 2.182, -0.060], [2.143, 2.354, -1.007], [1.016, 0.541, -1.413], [0.228, 1.302, -3.249], [2.600, -0.559, -2.300], [-0.638, 3.980, 0.839], [-1.868, 2.944, 1.583], [-0.805, 2.276, 0.351], [2.008, 0.415, 3.126], [1.486, 0.353, 1.448], [0.374, -0.143, 2.761], [2.689, 4.122, 2.638], [1.824, 4.223, 1.119], [4.382, 2.690, 3.105], [6.308, 1.411, 2.277], [6.383, 0.731, -0.118], [4.475, 1.238, -1.574], [2.514, 2.609, -2.002], [1.437, 3.124, -0.700], [1.057, 1.572, -3.903], [-0.375, 2.188, -3.052], [-0.388, 0.556, -3.744], [3.073, 0.045, -3.073], [2.206, -1.474, -2.741], [3.320, -0.831, -1.533], [-4.861, -0.251, 0.157], [-4.358, 0.447, 1.188], [-5.371, 0.743, 2.006], [-3.892, 1.593, 0.692], [-3.219, -0.357, 1.905], [-2.046, -0.220, 1.234], [-3.005, 0.253, 3.327], [-3.979, -0.051, 4.186], [-2.928, 1.588, 3.245], [-1.855, -0.176, 3.849], [-3.698, -1.833, 2.047], [-4.973, -1.910, 2.439], [-2.957, -2.497, 2.931], [-3.604, -2.457, 0.865], [-0.756, -3.310, -3.546], [-1.049, -3.142, -2.069], [-1.423, -1.785, -1.744], [-2.769, -1.471, -2.165], [-3.012, 0.015, -2.049], [-0.319, -4.295, -3.714], [-0.038, -2.560, -3.879], [-1.648, -3.237, -4.164], [-0.153, -3.344, -1.489], [-1.837, -3.815, -1.722], [-3.461, -2.054, -1.552], [-2.880, -1.785, -3.205], [-2.738, 0.394, -1.065], [-4.070, 0.226, -2.197], [-2.446, 0.559, -2.799]], "nbo_charge": [1.528, -0.488, 0.807, -0.768, 0.811, -0.489, -0.749, -0.995, 1.005, -1.003, -0.762, -0.022, -0.205, -0.209, -0.220, -0.203, -0.061, -0.738, 1.034, -1.003, -0.992, 0.218, 0.240, 0.210, 0.238, 0.211, 0.225, 0.231, 0.226, 0.206, 0.215, 0.215, 0.204, 0.230, 0.236, 0.227, 0.233, 0.226, 0.223, 0.230, 0.249, -0.324, 0.964, -0.308, -0.308, 0.017, -0.925, 0.973, -0.309, -0.319, -0.309, 0.966, -0.309, -0.301, -0.319, -0.641, -0.066, -0.634, -0.067, -0.639, 0.231, 0.215, 0.211, 0.194, 0.192, 0.192, 0.182, 0.225, 0.234, 0.211]}

=====

{"formula": "C4H4Br2", "method": "wB97M-V/def2-TZVPD", "gap_ev": 10.2, "e_homo_ev": -10.0, "relative_energy_kj_mol": 136.8, "energy_ev": -144295.005, "elements": ["C", "C", "C", "C", "Br", "Br", "H", "H", "H", "H"], "positions_angstrom": [[0.344, 0.317, 2.534], [0.637, 0.004, 1.398], [0.313, -0.022, -1.077], [1.276, -0.087, 0.049], [2.375, 1.546, 0.090], [2.529, -1.632, -0.072], [0.349, 0.432, 3.581], [0.511, -0.637, -1.975], [0.140, 1.055, -1.325], [-0.555, -0.497, -0.850]], "nbo_charge": [-0.166, -0.087, -0.672, -0.159, 0.058, 0.061, 0.241, 0.246, 0.246, 0.233]}

=====

{"formula": "C4H17LiNO4", "method": "wB97M-V/def2-TZVPD", "gap_ev": [11.6, 4.4], "e_homo_ev": [-18.0, -17.9], "total_charge": 2, "relative_energy_kj_mol": 111.5, "energy_ev": -14291.153, "spin_multiplicity": 2, "elements": ["Li", "O", "H", "H", "O", "H", "H", "O", "H", "H", "C", "C", "C", "O", "C", "N", "H", "H", "H", "H", "H", "H", "H", "H", "H", "H", "H"], "positions_angstrom": [[0.721, -0.504, -0.740], [2.662, -0.069, -0.646], [3.316, 0.004, -1.341], [3.066, 0.357, 0.110], [1.562, -2.629, -0.964], [1.613, -2.780, -1.908], [2.404, -2.935, -0.626], [-0.470, -1.075, -2.232], [-1.397, -0.875, -2.361], [-0.253, -1.679, -2.942], [-0.979, 2.945, 0.943], [-0.310, 1.533, 0.657], [-1.095, 0.276, 1.145], [-0.226, -0.775, 1.104], [-0.856, -2.043, 1.363], [0.157, 1.469, -0.662], [-1.376, 3.017, 1.956], [-1.904, 2.966, 0.367], [-0.474, 3.871, 0.668], [0.547, 1.570, 1.330], [-1.885, 0.233, 0.396], [-1.662, 0.396, 2.068], [-1.190, -2.559, 0.463], [-1.645, -1.870, 2.094], [-0.160, -2.745, 1.823], [-0.659, 1.489, -1.257], [0.495, 2.410, -0.805]], "nbo_charge": [0.871, -0.983, 0.513, 0.500, -0.971, 0.489, 0.506, -0.987, 0.503, 0.515, -0.648, -0.081, -0.150, -0.117, -0.313, -0.850, 0.244, 0.217, 0.269, 0.223, 0.324, 0.313, 0.305, 0.240, 0.284, 0.367, 0.416]}

=====

{"formula": "C5H9NO", "method": "wB97M-V/def2-TZVPD", "gap_ev": 8.5, "e_homo_ev": -7.6, "relative_energy_kj_mol": 317.4, "energy_ev": -8865.923, "smiles": "N/C=C/CCC=O", "elements": ["O", "C", "C", "C", "C", "C", "N", "H", "H", "H", "H", "H", "H", "H", "H", "H"], "positions_angstrom": [[3.216, -2.357, -0.772], [2.151, -1.804, -0.874], [1.403, -1.060, 0.228], [0.470, -0.018, -0.460], [-0.399, 0.696, 0.544], [-1.741, 0.903, 0.373], [-2.479, 2.040, 0.343], [1.427, -2.128, -1.661], [0.973, -1.861, 0.847], [2.065, -0.452, 0.822], [1.005, 0.666, -1.099], [-0.099, -0.577, -1.243], [0.026, 1.203, 1.458], [-2.304, -0.006, 0.122], [-3.502, 1.936, 0.435], [-2.211, 2.818, 0.938]], "nbo_charge": [-0.510, 0.447, -0.508, -0.417, -0.369, 0.055, -0.775, 0.086, 0.239, 0.220, 0.217, 0.201, 0.192, 0.171, 0.375, 0.376]}

=====

{"formula": "C7H14O2", "method": "wB97M-V/def2-TZVPD", "gap_ev": [8.7, 7.3], "e_homo_ev": [-8.3, -7.5], "relative_energy_kj_mol": 508.7, "energy_ev": -11576.036, "elements": ["C", "C", "C", "C", "C", "C", "C", "O", "O", "H", "H", "H", "H", "H", "H", "H", "H", "H", "H", "H", "H", "H", "H"], "positions_angstrom": [[1.094, -0.478, 0.145], [-0.029, 0.329, -0.434], [0.900, -0.610, 1.664], [1.175, -1.878, -0.485], [2.386, 0.300, -0.155], [-2.456, 0.335, -0.387], [-3.495, 0.461, -1.169], [-1.355, -0.247, -0.238], [-1.580, 2.643, 0.344], [-2.328, 2.276, 0.854], [-0.782, 2.159, 0.675], [0.108, 0.888, -1.359], [-0.047, -1.100, 1.884], [1.710, -1.192, 2.100], [0.898, 0.372, 2.136], [0.261, -2.434, -0.287], [2.012, -2.437, -0.067], [1.303, -1.807, -1.564], [3.235, -0.222, 0.283], [2.550, 0.373, -1.230], [2.343, 1.307, 0.255], [-4.284, 1.144, -0.927], [-3.619, -0.181, -2.039]], "nbo_charge": [-0.151, 0.070, -0.599, -0.598, -0.595, 0.398, -0.602, -0.463, -0.925, 0.475, 0.474, 0.186, 0.217, 0.209, 0.206, 0.215, 0.208, 0.209, 0.215, 0.210, 0.213, 0.222, 0.206]}

=====

{"formula": "C5H6O", "method": "wB97M-V/def2-TZVPD", "gap_ev": 8.8, "e_homo_ev": -8.6, "relative_energy_kj_mol": 480.5, "energy_ev": -7324.304, "elements": ["C", "C", "C", "C", "C", "O", "H", "H", "H", "H", "H", "H"], "positions_angstrom": [[-1.025, -0.977, 1.480], [-0.398, -0.266, 0.322], [0.755, -0.400, -0.297], [1.671, -0.133, -1.146], [-0.435, 1.559, -0.747], [-0.435, 2.633, -0.210], [-0.312, -1.625, 2.033], [-1.864, -1.591, 1.137], [-1.391, -0.207, 2.160], [1.567, -0.701, -2.053], [2.631, 0.274, -0.843], [-0.664, 1.562, -2.006]], "nbo_charge": [-0.664, -0.088, 0.028, -0.539, 0.450, -0.520, 0.233, 0.227, 0.233, 0.221, 0.228, 0.191]}